{
  "formula": "C46H86NO22S5",
  "method": "the ωB97M-V functional and the def2-TZVPD basis",
  "elements": ["C", "C", "C", "C", "C", "C", "C", "C", "C", "C", "C", "C", "C", "C", "C", "C", "O", "O", "C", "C", "C", "C", "C", "O", "C", "C", "O", "C", "C", "C", "C", "O", "N", "C", "O", "C", "C", "C", "O", "H", "H", "H", "H", "H", "H", "H", "H", "H", "H", "H", "H", "H", "H", "H", "H", "H", "H", "H", "H", "H", "H", "H", "H", "H", "H", "H", "H", "H", "H", "H", "H", "H", "H", "H", "H", "H", "H", "H", "H", "H", "H", "H", "H", "H", "H", "O", "S", "O", "O", "C", "C", "C", "H", "H", "H", "H", "H", "H", "H", "H", "O", "S", "O", "O", "C", "C", "C", "H", "H", "H", "H", "H", "H", "H", "H", "O", "S", "O", "O", "C", "C", "C", "H", "H", "H", "H", "H", "H", "H", "H", "O", "S", "O", "O", "C", "C", "C", "H", "H", "H", "H", "H", "H", "H", "H", "O", "S", "O", "O", "C", "C", "C", "H", "H", "H", "H", "H", "H", "H", "H"],
  "xyz": [[2.5488, -1.2104, 2.2490], [3.8525, -0.7869, 1.4475], [4.6389, 0.3698, 2.2080], [4.9353, 1.5862, 1.2341], [4.1129, 2.8897, 1.5704], [2.5389, 2.6624, 1.3877], [1.9701, 3.5061, 0.1555], [1.0854, 4.7090, 0.6981], [0.0077, 5.0607, -0.4214], [-1.4517, 4.8834, 0.1985], [-2.1065, 3.5637, -0.3529], [-1.7855, 2.2792, 0.5519], [-2.9739, 1.2522, 0.3441], [-3.7787, 0.9184, 1.6267], [-4.2577, 1.8851, 2.6142], [-3.9856, 3.4117, 2.4401], [-3.0373, 3.8911, 3.0962], [-4.6873, 4.1610, 1.6490], [-5.0515, 1.4568, 3.7933], [-5.5524, 2.5586, 4.7773], [-6.6870, 3.4234, 4.0779], [-7.7856, 2.5458, 3.3716], [-7.5832, 2.4050, 1.8184], [-8.7493, 1.6969, 1.2670], [-8.2756, 0.5022, 0.7200], [-7.4195, 0.5126, -0.6127], [-8.4846, -0.5553, 1.2555], [-5.4079, 0.0470, 4.0353], [-4.9455, -0.9192, 3.0518], [-4.1414, -0.4910, 1.8846], [-3.8057, -1.7592, 1.0704], [-3.3074, -1.9248, -0.0174], [-4.2306, -2.8939, 1.8865], [-3.0846, -3.4167, 2.6952], [-2.3359, -4.3756, 1.9573], [-1.0610, -3.8726, 1.5102], [-0.9554, -4.2148, -0.0544], [-5.1492, -2.4487, 2.9368], [-5.9055, -3.1766, 3.5184], [2.0411, -2.0970, 1.7791], [1.8490, -0.3331, 2.2612], [2.8746, -1.5224, 3.2745], [3.6323, -0.5341, 0.3741], [4.5089, -1.7137, 1.4155], [5.6207, -0.0192, 2.5830], [4.0248, 0.6812, 3.1003], [4.8126, 1.2934, 0.1605], [6.0250, 1.8570, 1.3783], [4.4672, 3.7027, 0.8839], [4.3650, 3.2182, 2.6163], [2.0011, 2.8777, 2.3458], [2.4047, 1.5642, 1.1741], [2.8090, 3.9488, -0.4392], [1.3861, 2.7773, -0.4694], [0.5235, 4.3146, 1.5821], [1.7347, 5.5879, 0.9403], [0.0867, 4.2939, -1.2409], [0.1674, 6.0587, -0.9131], [-1.4945, 4.9933, 1.3096], [-2.0672, 5.7377, -0.2178], [-1.7762, 3.3016, -1.3884], [-3.2225, 3.7032, -0.2721], [-0.7775, 1.8481, 0.2768], [-1.7107, 2.5584, 1.6408], [-2.5076, 0.2885, -0.0132], [-3.6314, 1.6003, -0.4920], [-4.7299, 3.2605, 5.0800], [-5.9860, 2.0106, 5.6627], [-7.2144, 4.0019, 4.8948], [-6.2740, 4.2007, 3.3804], [-8.7917, 3.0387, 3.5138], [-7.8785, 1.5034, 3.7849], [-7.5115, 3.3778, 1.2753], [-6.6588, 1.7976, 1.6490], [-7.2652, 1.5749, -0.9399], [-6.4041, 0.1344, -0.3019], [-7.8776, -0.1249, -1.4049], [-6.0259, -0.2917, 4.8933], [-2.4827, -2.5470, 3.0751], [-3.4890, -3.9455, 3.6011], [-0.2415, -4.4652, 2.0051], [-0.9391, -2.7683, 1.6287], [-0.5504, -3.2996, -0.5588], [-0.2747, -5.0926, -0.2339], [-1.9860, -4.4140, -0.4317], [-5.9258, -2.6474, -2.9367], [-5.1493, -3.8355, -2.7227], [-3.8295, -3.9775, -3.2684], [-6.0288, -5.1144, -3.1643], [-6.5998, -5.1236, -4.4736], [-5.5738, -5.4894, -5.5301], [-5.0941, -4.1871, -0.9962], [-7.0710, -4.1627, -4.6958], [-7.3903, -5.8760, -4.4640], [-4.8208, -4.7064, -5.6330], [-6.0546, -5.6270, -6.5009], [-5.0502, -6.4079, -5.2586], [-6.1048, -4.1403, -0.5946], [-4.4641, -3.4316, -0.5200], [-4.6639, -5.1767, -0.8518], [0.5998, 1.7070, -4.8887], [-0.0289, 2.9956, -4.9072], [-0.7575, 3.4942, -3.7813], [-0.9576, 3.1039, -6.2142], [-1.9349, 2.0795, -6.4371], [-3.1634, 2.2788, -5.5698], [1.1648, 4.2063, -5.3874], [-1.4983, 1.0898, -6.2825], [-2.2211, 2.1452, -7.4880], [-2.9296, 2.1220, -4.5157], [-3.9492, 1.5752, -5.8503], [-3.5450, 3.2968, -5.6682], [1.6802, 3.8576, -6.2800], [1.8704, 4.3211, -4.5659], [0.6541, 5.1488, -5.5756], [6.5521, -2.2429, 0.8317], [6.9689, -3.3834, 0.0686], [7.4988, -4.5586, 0.6964], [7.9920, -2.9005, -1.0757], [9.1341, -2.1333, -0.6836], [10.2272, -3.0116, -0.1043], [5.6484, -3.8583, -1.0027], [8.8473, -1.3450, 0.0169], [9.5055, -1.6439, -1.5852], [9.9213, -3.4393, 0.8517], [11.1381, -2.4325, 0.0594], [10.4499, -3.8439, -0.7745], [5.2847, -2.9752, -1.5240], [4.8570, -4.2838, -0.3876], [6.0126, -4.6028, -1.7075], [4.0507, -5.3573, -3.5150], [3.3200, -6.4088, -4.1629], [3.5960, -7.7896, -3.8973], [3.3602, -6.1676, -5.7514], [4.6347, -5.9976, -6.3807], [5.3404, -7.3250, -6.5848], [1.5908, -6.1236, -3.9431], [5.2565, -5.3025, -5.8112], [4.4440, -5.5382, -7.3516], [5.6331, -7.7647, -5.6300], [6.2413, -7.1917, -7.1867], [4.6824, -8.0400, -7.0819], [1.3687, -5.0903, -4.2018], [1.3534, -6.3084, -2.8965], [1.0372, -6.8117, -4.5787], [4.8478, 4.5862, 4.3389], [6.1120, 5.0938, 4.7814], [7.1856, 4.2209, 5.1545], [5.8634, 6.1480, 5.9690], [5.0830, 5.7296, 7.0950], [5.8922, 4.8735, 8.0506], [6.7125, 6.2495, 3.5881], [4.1797, 5.2100, 6.7665], [4.7637, 6.6381, 7.6076], [6.1441, 3.9126, 7.5992], [5.3276, 4.6808, 8.9645], [6.8318, 5.3654, 8.3093], [5.9167, 6.9513, 3.3470], [7.0023, 5.6896, 2.7001], [7.5759, 6.7667, 4.0022]],
  "forces_ev_per_a": [[0.58, 0.20, -0.73], [0.15, -1.22, 0.87], [-0.37, -0.17, -1.02], [0.67, 0.69, 1.00], [-0.19, -0.56, 0.11], [1.25, -0.03, -0.68], [0.02, -0.11, 1.64], [-0.30, -1.02, -1.69], [-0.20, -0.45, 0.88], [-0.07, 0.90, -2.09], [-0.16, -0.40, 1.89], [-0.38, 0.75, -0.12], [1.16, -0.84, 0.26], [-1.31, -1.27, 1.09], [-0.76, -1.56, 0.09], [-0.13, 2.85, -1.20], [-0.11, -1.23, 0.48], [0.39, -2.86, 1.09], [0.67, -0.91, -0.59], [-0.37, -0.33, -0.84], [-0.60, 0.00, 0.73], [-0.56, 0.44, -0.72], [0.19, 0.27, 0.63], [1.26, -1.07, -0.55], [0.14, -0.72, -0.58], [0.22, 1.23, 1.21], [-0.26, 0.66, -0.14], [1.28, 0.61, -2.34], [0.62, 1.50, -0.84], [-0.67, 0.83, 1.09], [-0.58, 0.90, 1.43], [0.00, 0.44, 0.77], [0.17, -0.14, 1.08], [0.13, -1.14, 0.15], [0.50, 1.69, 0.83], [0.48, -1.26, -1.96], [0.21, 0.60, 0.79], [-0.25, 2.08, -0.62], [0.62, 0.34, -0.05], [0.39, 0.87, 0.34], [0.44, -0.94, 0.33], [-0.51, 0.47, -0.73], [0.05, -0.01, 1.08], [-0.78, 1.26, -0.06], [-0.93, 0.21, -0.26], [0.65, -0.07, -0.88], [-0.02, 0.17, 0.87], [-1.00, -0.25, -0.35], [-0.37, -0.54, 0.54], [-0.30, -0.43, -1.07], [0.33, -0.03, -0.93], [-0.02, 1.05, 0.23], [-0.62, -0.67, 0.27], [0.32, 1.07, 0.38], [0.63, 0.70, -0.55], [-0.57, -0.80, 0.11], [0.06, 0.86, 0.67], [-0.16, -0.75, 0.69], [0.04, -0.41, -0.91], [0.44, -0.86, 0.54], [-0.45, 0.59, 0.67], [1.12, -0.15, -0.34], [-1.13, 0.20, 0.11], [-0.16, -0.10, -1.13], [-0.77, 0.90, 0.35], [0.30, -0.20, 0.85], [-0.60, -0.90, -0.23], [0.44, 0.76, -0.73], [0.61, -0.57, -0.71], [-0.18, -1.00, 0.53], [0.95, -0.52, -0.13], [0.22, 0.98, -0.23], [0.18, -0.70, 0.68], [-0.67, 0.68, -0.09], [-0.25, -1.03, 0.01], [-1.04, 0.11, -0.52], [0.39, 0.50, 0.80], [0.55, 0.47, -0.68], [-0.10, -0.75, -0.49], [0.09, 0.51, -1.00], [-0.76, 0.93, -0.02], [-0.22, -0.95, 0.27], [-0.32, -0.96, 0.14], [-0.75, 0.84, 0.11], [0.92, 0.14, 0.19], [0.24, -0.14, -0.43], [-0.09, -0.42, 0.97], [-0.27, 0.24, -0.24], [0.07, 0.21, 0.24], [-0.10, -0.07, -0.70], [0.26, 0.15, -0.06], [-0.12, -0.09, -0.06], [0.10, 0.04, 0.16], [0.06, 0.04, 0.30], [-0.05, -0.03, 0.01], [-0.06, -0.02, 0.06], [-0.10, 0.00, -0.01], [0.03, 0.00, -0.06], [-0.11, -0.26, -0.36], [-0.01, 0.04, -0.04], [-0.29, 0.08, 0.17], [-0.01, 0.40, -0.44], [0.16, -0.35, -0.06], [0.57, 0.16, 0.16], [-0.77, -0.52, 0.02], [0.05, 0.05, 0.31], [0.00, 0.06, -0.15], [0.15, 0.13, 0.08], [0.28, 0.21, 0.01], [-0.03, -0.02, -0.05], [0.07, 0.01, -0.06], [0.00, -0.06, -0.08], [-0.05, -0.01, 0.04], [-0.11, -0.09, 0.05], [-0.02, -0.06, 0.04], [0.64, -0.28, 0.16], [-0.34, -0.13, -0.81], [0.00, 0.36, 0.21], [-0.47, -0.12, 0.09], [0.73, 0.26, 0.27], [-0.06, -0.20, 0.23], [0.11, 0.03, -0.13], [-0.17, -0.11, -0.01], [-0.30, -0.11, -0.09], [0.01, 0.04, -0.04], [-0.05, 0.04, -0.07], [0.01, 0.10, -0.03], [0.03, -0.03, 0.04], [0.10, 0.03, 0.07], [-0.03, 0.03, 0.05], [0.27, -0.34, -0.04], [-0.77, 0.11, -0.45], [0.28, 0.30, 0.13], [-0.28, 0.07, 0.48], [0.76, -0.11, -0.39], [0.03, -0.20, 0.24], [-0.02, 0.07, -0.11], [-0.16, -0.03, 0.12], [-0.30, 0.04, 0.16], [0.00, 0.03, -0.05], [-0.07, 0.07, -0.02], [0.03, 0.09, -0.05], [0.04, -0.05, 0.01], [0.12, -0.01, -0.02], [0.07, 0.01, 0.03], [0.27, -0.13, 0.40], [0.09, 0.66, 0.01], [-0.33, -0.09, -0.07], [0.15, -0.02, -0.57], [-0.32, -0.34, 0.76], [0.17, -0.25, -0.12], [0.00, 0.15, 0.04], [0.11, 0.03, -0.18], [0.12, 0.12, -0.30], [-0.03, 0.04, 0.03], [-0.03, 0.08, -0.05], [-0.09, 0.05, 0.03], [0.01, -0.06, 0.04], [-0.06, -0.10, 0.10], [-0.04, -0.06, 0.02]],
  "mulliken_charge": [-1.083, 0.042, -0.589, -0.997, -0.278, -0.080, -0.577, -0.832, -0.045, -1.290, -0.573, -0.440, -0.632, 0.539, 0.777, -0.380, -0.708, -0.783, 1.066, -1.208, -0.531, -0.700, 0.494, -0.405, 0.667, -0.516, -0.529, -0.999, 0.367, 0.032, 0.339, -0.587, 0.145, -0.775, -0.448, -0.018, -0.755, -0.002, -0.609, 0.240, 0.262, 0.302, 0.305, -0.006, 0.409, 0.371, 0.360, 0.336, 0.511, -0.139, 0.474, -0.322, 0.352, 0.266, 0.363, 0.316, -0.146, 0.474, 0.530, 0.347, 0.126, 0.532, 0.300, 0.357, 0.192, 0.425, 0.333, 0.401, 0.435, 0.317, 0.376, 0.115, 0.193, -0.320, 0.276, -0.045, 0.341, 0.336, 0.461, 0.373, 0.374, 0.072, 0.266, 0.299, 0.045, -0.662, 1.209, -0.648, -0.272, -0.360, -0.972, -0.469, 0.311, 0.283, 0.288, 0.392, 0.250, 0.431, -0.340, 0.441, -0.699, 1.215, -0.501, -0.278, -0.359, -0.857, -1.010, 0.317, 0.270, 0.184, 0.381, 0.262, 0.361, 0.349, 0.317, -0.560, 1.174, -0.658, -0.273, -0.289, -1.010, -1.161, 0.270, 0.282, 0.288, 0.394, 0.261, 0.358, 0.447, 0.435, -0.541, 1.174, -0.628, -0.303, -0.294, -0.990, -0.926, 0.286, 0.273, 0.293, 0.389, 0.264, 0.326, 0.321, 0.356, -0.614, 1.204, -0.637, -0.299, -0.315, -0.977, -0.988, 0.302, 0.272, 0.285, 0.390, 0.263, 0.314, 0.372, 0.357],
  "total_charge": -1,
  "total_energy_ev": -149804.9550,
  "multiplicity": 1,
  "orbital_gap_ev": 7.0
}